{
  "formula": "C4H6O2",
  "method": "ωB97M-V/def2-TZVPD",
  "symbols": ["O", "C", "C", "C", "C", "O", "H", "H", "H", "H", "H", "H"],
  "positions_angstrom": [[-1.74090, 0.49768, 1.05710], [-0.89967, -0.55913, 0.94109], [-0.76272, -0.05572, -0.41107], [0.38850, 0.93969, -0.46275], [1.40274, -0.17767, -0.42129], [0.87328, -1.19233, -0.85214], [-1.24814, -1.57823, 1.13408], [-1.33505, -0.34930, -1.29127], [0.23292, 1.64510, 0.36056], [0.55729, 1.48544, -1.40041], [0.08345, -0.43225, 1.42612], [2.44830, -0.22328, -0.08003]],
  "nbo_charge": [-0.60, -0.10, 0.14, -0.57, 0.42, -0.51, 0.17, 0.23, 0.27, 0.25, 0.12, 0.17],
  "orbital_gap_ev": [9.76, 9.76],
  "charge": 0,
  "e_homo_ev": [-9.3, -9.3],
  "energy_ha": -306.3452,
  "fmax_ev_per_a": 3.1,
  "multiplicity": 1
}

---

{
  "formula": "C7H10O",
  "method": "ωB97M-V/def2-TZVPD",
  "symbols": ["C", "C", "C", "C", "C", "C", "C", "H", "H", "H", "H", "H", "H", "H", "H", "H", "H", "O"],
  "positions_angstrom": [[-2.18511, -0.08393, -0.94321], [-1.04836, -0.74723, -0.14659], [0.23505, -0.02248, 0.13900], [0.14825, 1.39472, 0.29854], [1.25434, -0.87360, 0.05757], [2.68873, -0.61704, 0.10031], [3.81245, -0.08531, -0.14357], [-1.76015, 0.23533, -1.97732], [-2.74406, 0.92792, -0.25267], [-2.99067, -0.90871, -0.79283], [-1.00888, -1.91580, -0.24460], [-0.53147, -0.30162, 1.95395], [-0.33508, 1.60287, 1.41807], [1.13258, 1.97149, 0.21387], [-0.71758, 1.85043, -0.51719], [0.89325, -1.92214, -0.36329], [4.82993, 0.11929, -0.04612], [-1.67322, -0.62420, 1.24607]],
  "nbo_charge": [-0.66, 0.04, -0.04, -0.66, -0.28, -0.03, -0.22, 0.23, 0.24, 0.25, 0.21, 0.45, 0.24, 0.25, 0.25, 0.23, 0.23, -0.72],
  "orbital_gap_ev": 9.36,
  "charge": 0,
  "e_homo_ev": -9.0,
  "energy_ha": -347.6770,
  "fmax_ev_per_a": 6.3,
  "multiplicity": 1
}

---

{
  "formula": "C3H7N3S",
  "method": "ωB97M-V/def2-TZVPD",
  "symbols": ["C", "C", "C", "N", "N", "N", "S", "H", "H", "H", "H", "H", "H", "H"],
  "positions_angstrom": [[2.19081, -0.93180, -0.02631], [0.92917, -1.26263, -0.27542], [-0.24305, -0.40753, 0.01656], [-1.39590, -0.83255, -0.33144], [-2.48653, -0.09882, 0.01037], [-0.07059, 0.86150, 0.65236], [0.50963, 2.13265, -0.36346], [3.00665, -1.60853, -0.26029], [2.47200, 0.00437, 0.46640], [0.68210, -2.21667, -0.72427], [-3.25726, -0.26196, -0.61074], [-2.31830, 0.87853, 0.18958], [0.49271, 0.80044, 1.47694], [-0.51144, 2.94300, -0.22029]],
  "nbo_charge": [-0.40, -0.22, 0.26, -0.20, -0.62, -0.81, 0.17, 0.21, 0.19, 0.22, 0.37, 0.36, 0.39, 0.09],
  "smiles": "C=C/C(=N/N)NS",
  "orbital_gap_ev": 9.17,
  "charge": 0,
  "e_homo_ev": -8.5,
  "energy_ha": -680.8925,
  "fmax_ev_per_a": 1.0,
  "multiplicity": 1
}

---

{
  "formula": "C5H8O",
  "method": "ωB97M-V/def2-TZVPD",
  "symbols": ["C", "C", "C", "C", "C", "O", "H", "H", "H", "H", "H", "H", "H", "H"],
  "positions_angstrom": [[1.61790, 0.39306, -0.41661], [0.52403, -0.17241, 0.41899], [-0.56929, -1.02749, -0.25114], [-1.61551, 0.02016, 0.12214], [-0.50643, 0.94563, 0.55725], [-0.47721, 2.10250, 0.87666], [2.23923, -0.49399, -0.48677], [2.18582, 1.18484, 0.07688], [1.34832, 0.68757, -1.42922], [0.91480, -0.59814, 1.34508], [-0.72355, -2.00388, 0.17742], [-0.46153, -1.14005, -1.32338], [-2.20211, -0.26472, 0.98622], [-2.27447, 0.36691, -0.65352]],
  "nbo_charge": [-0.60, -0.33, -0.40, -0.53, 0.62, -0.52, 0.21, 0.23, 0.21, 0.23, 0.21, 0.21, 0.24, 0.23],
  "smiles": "C[C@@H]1CCC1=O",
  "orbital_gap_ev": 10.15,
  "charge": 0,
  "e_homo_ev": -9.2,
  "energy_ha": -270.5162,
  "fmax_ev_per_a": 2.0,
  "multiplicity": 1
}